This record from the OMol25 dataset describes 2 unconnected molecules or ions with the total composition F2H2O2Si in a non-equilibrium geometry. The level of theory is ωB97M-V/def2-TZVPD.

ORCA input file:
```
! wB97M-V def2-TZVPD RIJCOSX def2/J DEFGRID3
* xyz 0 1
O 2.47 -0.10 0.39
F -2.30 -0.20 -1.78
O -1.76 1.61 0.44
H 3.30 0.38 0.63
H 2.61 -0.95 0.17
Si -2.01 0.30 -0.31
F -2.31 -1.04 0.47
*
```

Energy above the lowest of the compared OMol25 structures with the same formula, charge and spin in kJ/mol: 370.3
SMILES string: O=[Si](F)F.O
Energy in eV: -17442.9063
Gap between HOMO and LUMO in eV: 11.00
LUMO level in hartree: -0.025